{
  "formula": "C33H38N7O2Sr",
  "method": "ωB97M-V/def2-TZVPD",
  "homo_lumo_gap_ev": 8.7,
  "lumo_ha": -0.095,
  "total_charge": 1,
  "multiplicity": 1,
  "energy_ev": -50198.6678,
  "de_lowest_kcal_mol": 0.0,
  "elements": ["Sr", "O", "C", "N", "C", "O", "C", "C", "C", "C", "C", "N", "C", "C", "C", "C", "C", "N", "H", "H", "H", "H", "H", "H", "H", "H", "C", "C", "C", "C", "C", "C", "C", "N", "C", "C", "C", "C", "C", "C", "C", "N", "C", "C", "C", "C", "H", "H", "H", "H", "H", "H", "H", "H", "H", "H", "H", "H", "H", "H", "H", "H", "H", "H", "H", "H", "H", "H", "H", "H", "C", "N", "C", "C", "N", "H", "H", "H", "H", "H", "H"],
  "positions_angstrom": [[0.380, 0.034, -0.941], [3.352, -1.367, 0.188], [2.284, -1.188, 0.751], [1.669, -0.029, 1.132], [2.331, 1.186, 1.177], [3.521, 1.396, 1.266], [1.363, 2.388, 1.188], [1.725, 3.510, 1.912], [0.838, 4.572, 1.980], [-0.367, 4.487, 1.304], [-0.627, 3.343, 0.568], [0.212, 2.309, 0.501], [1.353, -2.403, 0.916], [1.766, -3.494, 1.662], [0.885, -4.549, 1.831], [-0.363, -4.488, 1.231], [-0.674, -3.379, 0.466], [0.161, -2.350, 0.301], [2.684, 3.525, 2.411], [1.086, 5.451, 2.561], [-1.099, 5.281, 1.333], [-1.549, 3.253, 0.003], [2.751, -3.501, 2.107], [1.171, -5.404, 2.429], [-1.086, -5.283, 1.342], [-1.627, -3.307, -0.045], [-4.234, 2.783, -6.506], [-3.360, 3.676, -5.629], [-2.463, 4.534, -6.530], [-4.267, 4.595, -4.799], [-2.484, 2.866, -4.681], [-1.597, 3.506, -3.818], [-0.829, 2.754, -2.956], [-0.868, 1.420, -2.897], [-1.685, 0.787, -3.743], [-2.511, 1.479, -4.625], [-1.654, -0.726, -3.751], [-2.527, -1.451, -4.547], [-2.448, -2.841, -4.627], [-1.454, -3.447, -3.872], [-0.638, -2.661, -3.077], [-0.722, -1.335, -2.999], [-3.410, -3.611, -5.525], [-3.150, -3.201, -6.981], [-3.219, -5.120, -5.395], [-4.852, -3.259, -5.138], [-4.825, 3.401, -7.181], [-4.933, 2.189, -5.914], [-3.641, 2.105, -7.125], [-3.083, 5.130, -7.203], [-1.796, 3.924, -7.141], [-1.850, 5.225, -5.951], [-4.913, 5.171, -5.463], [-3.684, 5.302, -4.207], [-4.903, 4.025, -4.120], [-1.497, 4.582, -3.805], [-0.139, 3.239, -2.274], [-3.160, 0.934, -5.287], [-3.283, -0.940, -5.120], [-1.303, -4.516, -3.873], [0.127, -3.124, -2.463], [-2.140, -3.473, -7.293], [-3.270, -2.126, -7.128], [-3.856, -3.706, -7.641], [-2.216, -5.430, -5.693], [-3.923, -5.634, -6.050], [-3.403, -5.471, -4.378], [-5.078, -2.204, -5.303], [-5.049, -3.489, -4.090], [-5.546, -3.840, -5.747], [5.281, -0.427, -4.133], [4.754, -0.192, -2.799], [5.670, -0.032, -1.648], [3.524, 0.191, -2.587], [2.457, 0.543, -2.296], [5.848, 0.436, -4.488], [4.459, -0.624, -4.817], [5.930, -1.301, -4.104], [6.236, 0.896, -1.743], [6.350, -0.883, -1.631], [5.081, -0.031, -0.735]],
  "atomic_forces_ev_per_a": [[-0.919, 0.205, -0.920], [0.201, -0.008, 0.075], [-0.254, 0.112, 0.240], [0.366, 0.104, 0.049], [-0.307, -0.409, 0.037], [0.098, 0.064, 0.011], [0.231, -0.355, -0.021], [-0.068, 0.087, 0.003], [0.110, 0.017, 0.078], [-0.067, -0.105, -0.093], [-0.015, 0.091, -0.058], [0.231, -0.255, 0.133], [0.198, 0.302, 0.077], [-0.062, -0.111, 0.020], [0.126, 0.035, 0.045], [-0.090, 0.026, -0.070], [0.023, -0.054, -0.125], [0.223, 0.243, 0.221], [0.000, -0.015, 0.002], [-0.019, 0.009, -0.014], [0.028, 0.027, 0.026], [0.003, -0.010, 0.002], [0.005, 0.030, -0.010], [-0.030, -0.015, -0.009], [0.017, -0.012, 0.016], [-0.006, -0.010, 0.011], [-0.078, -0.046, -0.061], [0.035, -0.069, 0.018], [0.036, 0.074, -0.049], [-0.010, 0.047, 0.021], [-0.038, 0.046, -0.006], [0.010, 0.017, 0.019], [0.053, -0.029, 0.084], [-0.066, -0.143, 0.080], [-0.109, -0.366, -0.060], [0.137, 0.049, 0.013], [0.002, 0.294, -0.066], [0.015, -0.041, 0.009], [-0.025, -0.010, -0.045], [0.027, -0.002, 0.054], [0.073, -0.005, 0.097], [-0.148, 0.172, 0.061], [0.051, 0.033, 0.084], [-0.006, 0.026, -0.081], [0.007, -0.074, -0.026], [-0.067, -0.002, -0.011], [0.008, 0.018, 0.019], [0.010, 0.007, 0.013], [0.028, 0.023, 0.007], [-0.003, -0.004, 0.005], [-0.024, -0.052, 0.027], [-0.005, 0.000, 0.002], [0.008, 0.002, -0.002], [-0.010, -0.003, 0.008], [0.015, -0.031, -0.010], [-0.017, 0.001, -0.014], [0.001, -0.005, -0.002], [-0.014, 0.033, -0.035], [-0.014, -0.019, -0.010], [-0.018, -0.003, -0.022], [-0.006, -0.003, -0.005], [0.006, -0.002, 0.022], [-0.012, -0.004, 0.015], [0.001, -0.014, 0.016], [-0.002, 0.004, -0.002], [-0.007, 0.021, -0.002], [0.001, 0.029, 0.008], [0.016, 0.001, 0.003], [0.019, -0.011, 0.002], [0.007, 0.005, -0.005], [-0.045, 0.011, -0.045], [-0.090, 0.116, 0.611], [-0.013, -0.097, -0.298], [0.141, 0.023, 0.040], [-0.007, -0.048, -0.198], [0.018, -0.011, -0.010], [0.014, 0.012, -0.023], [0.020, 0.012, -0.012], [0.023, -0.006, 0.005], [0.012, 0.011, -0.004], [0.020, 0.019, 0.033]],
  "lowdin_charge": [1.468, 0.068, -0.531, -0.029, -0.475, 0.091, -0.194, 0.012, -0.034, -0.046, -0.145, 0.015, -0.207, 0.010, -0.037, -0.049, -0.137, 0.015, 0.126, 0.117, 0.110, 0.109, 0.128, 0.117, 0.110, 0.112, -0.061, -0.558, -0.037, -0.036, -0.136, 0.007, -0.118, 0.018, -0.190, 0.055, -0.188, 0.044, -0.138, 0.015, -0.122, 0.018, -0.557, -0.033, -0.061, -0.037, 0.092, 0.091, 0.090, 0.093, 0.095, 0.080, 0.092, 0.082, 0.094, 0.119, 0.107, 0.091, 0.102, 0.111, 0.110, 0.095, 0.081, 0.093, 0.088, 0.092, 0.092, 0.079, 0.095, 0.092, -0.028, -0.176, -0.002, -0.273, 0.074, 0.095, 0.094, 0.093, 0.096, 0.096, 0.068]
}

---

{
  "formula": "CO3Sn",
  "method": "ωB97M-V/def2-TZVPD",
  "homo_lumo_gap_ev": [5.6, 5.4],
  "lumo_ha": [-0.321, -0.321],
  "total_charge": 1,
  "multiplicity": 2,
  "energy_ev": -12997.8532,
  "de_lowest_kcal_mol": 0.6,
  "elements": ["Sn", "C", "O", "O", "O"],
  "positions_angstrom": [[1.518, 1.760, -1.599], [-0.379, -0.475, 0.395], [-1.190, -1.059, 1.127], [-0.241, 0.758, 0.546], [0.292, -0.985, -0.469]],
  "atomic_forces_ev_per_a": [[-1.891, -2.038, 2.161], [0.713, 1.926, -0.450], [-1.190, -1.206, 1.081], [0.275, 4.234, 0.412], [2.092, -2.915, -3.203]],
  "lowdin_spin": [-0.013, 0.022, 0.642, 0.137, 0.212]
}

---

{
  "formula": "C6H11N",
  "method": "ωB97M-V/def2-TZVPD",
  "homo_lumo_gap_ev": 9.8,
  "lumo_ha": 0.040,
  "total_charge": 0,
  "multiplicity": 1,
  "energy_ev": -7888.8681,
  "de_lowest_kcal_mol": 38.4,
  "elements": ["C", "C", "C", "C", "N", "C", "C", "H", "H", "H", "H", "H", "H", "H", "H", "H", "H", "H"],
  "positions_angstrom": [[0.799, -0.866, -2.244], [1.159, -0.362, -1.070], [0.148, 0.022, -0.058], [-0.875, 0.870, -0.259], [-1.117, 1.667, -1.398], [0.342, -0.727, 1.262], [-0.370, -0.127, 2.485], [1.386, -1.240, -3.069], [-0.258, -1.011, -2.468], [2.205, -0.223, -0.817], [-1.621, 0.880, 0.524], [-1.003, 1.135, -2.251], [-0.590, 2.518, -1.548], [0.055, -1.753, 1.077], [1.417, -0.610, 1.441], [-1.442, -0.254, 2.332], [-0.037, 0.873, 2.727], [-0.197, -0.793, 3.335]],
  "atomic_forces_ev_per_a": [[-0.838, -0.332, -0.322], [-0.116, 0.380, -0.495], [-0.372, -0.091, 0.237], [1.061, -0.493, 0.496], [-0.610, -0.146, -1.213], [0.198, 1.672, -0.255], [-0.303, -1.730, -0.327], [0.760, 0.217, 0.289], [-0.024, 0.107, 0.282], [0.048, -0.117, 0.037], [-0.058, 0.568, 0.079], [0.001, 0.006, 0.060], [0.089, -0.069, 0.703], [0.231, -0.463, 0.298], [0.009, -0.695, 0.058], [-0.160, 0.747, 0.078], [-0.248, 0.218, -0.105], [0.331, 0.219, 0.100]],
  "lowdin_charge": [0.009, -0.143, -0.265, -0.163, 0.020, -0.213, -0.112, 0.051, 0.064, 0.103, 0.093, 0.051, 0.077, 0.112, 0.107, 0.065, 0.077, 0.068]
}

---

{
  "formula": "C4H7N2OP",
  "method": "ωB97M-V/def2-TZVPD",
  "homo_lumo_gap_ev": [7.9, 7.4],
  "lumo_ha": [-0.031, -0.028],
  "total_charge": 0,
  "multiplicity": 1,
  "energy_ev": -18574.1991,
  "de_lowest_kcal_mol": 92.8,
  "elements": ["C", "C", "C", "C", "N", "N", "O", "P", "H", "H", "H", "H", "H", "H", "H"],
  "positions_angstrom": [[0.352, -1.623, -0.338], [0.937, -1.113, 0.673], [-1.174, 0.099, -0.860], [-0.238, -0.855, -1.563], [-0.945, 1.197, -0.276], [0.086, 2.692, 1.470], [1.433, 2.625, -0.649], [0.587, 1.786, 0.218], [0.043, -2.658, -0.565], [0.979, -1.620, 1.634], [-2.182, -0.202, -0.751], [0.417, -0.394, -2.205], [-0.857, -1.527, -2.212], [0.571, 3.619, 1.727], [0.002, 2.233, 2.315]],
  "atomic_forces_ev_per_a": [[-1.324, -1.185, -3.643], [-0.031, 1.616, 1.838], [0.844, 0.434, -0.908], [-2.487, -0.723, 1.689], [1.122, 0.286, 0.424], [1.284, 3.422, 0.974], [0.226, -0.678, -0.380], [-0.818, -1.091, -1.371], [0.568, 0.003, 1.204], [0.815, 0.350, -0.012], [-1.260, -0.613, -0.291], [1.950, 1.311, -1.054], [0.565, 0.325, 0.776], [-0.671, -2.052, -1.285], [-0.782, -1.405, 2.038]],
  "lowdin_charge": [-0.257, 0.024, -0.243, -0.160, -0.074, -0.107, -0.359, 0.622, 0.105, 0.031, 0.099, 0.078, 0.118, 0.117, 0.005]
}